[1]
# C3H4N4S

A single C3H4N4S molecule in a non-equilibrium geometry (wB97M-V/def2-TZVPD, OMol25).

Each line ends with the Löwdin charge.
CARTESIAN COORDINATES (ANGSTROEM)
C (0.249, 0.216, -0.005)  -0.41
C (-1.828, -0.137, 0.007)  -0.87
C (-1.534, 1.345, 0.000)  -0.12
H (1.862, -1.682, 0.814)  0.09
H (1.820, -1.681, -0.811)  0.10
H (2.158, 0.898, 0.008)  0.15
H (-2.264, 2.114, -0.011)  0.10
N (2.189, -1.166, -0.001)  0.04
N (1.562, 0.076, -0.003)  -0.01
N (-0.617, -0.774, 0.000)  0.08
N (-0.268, 1.556, 0.002)  0.14
S (-3.328, -0.765, -0.001)  0.71

Calculated values
energy above the lowest of the compared OMol25 structures with the same formula, charge and spin = 13.3 kcal per mole
structure (SMILES) = NNC1=NC(=S)C=N1
net charge = 0
HOMO level = -8.90 eV
energy = -733.886073 Ha
gap between HOMO and LUMO = 7.46 eV
LUMO energy = -1.45 eV


[2]
# C3H4N5O

A gas-phase ion, C3H4N5O (charge -1) in a non-equilibrium geometry (wB97M-V/def2-TZVPD, OMol25).

Each line ends with the Löwdin charge.
CARTESIAN COORDINATES (ANGSTROEM)
C (-1.568, -0.286, -0.021)  -0.40
C (1.102, 0.239, 0.564)  -0.57
C (2.448, 0.478, -0.167)  -0.04
N (-2.362, -0.610, -1.062)  -0.06
N (-2.179, -0.217, 1.148)  -0.03
N (-3.523, -0.835, -0.471)  -0.17
N (-3.440, -0.533, 0.824)  -0.16
N (0.052, -0.230, -0.153)  0.15
O (1.162, 0.578, 1.739)  0.00
H (3.152, 0.865, 0.553)  0.06
H (2.257, 1.168, -1.024)  0.06
H (2.781, -0.478, -0.826)  0.11
H (0.118, -0.139, -1.105)  0.05

Calculated values
energy above the lowest of the compared OMol25 structures with the same formula, charge and spin = 14.7 kcal per mole
net charge = -1
HOMO level = -4.87 eV
energy = -465.740977 Ha
gap between HOMO and LUMO = 8.35 eV
LUMO energy = 3.48 eV


[3]
# C3H4N6

A single C3H4N6 molecule in a non-equilibrium geometry (wB97M-V/def2-TZVPD, OMol25).

Each line ends with the Löwdin charge.
CARTESIAN COORDINATES (ANGSTROEM)
C (1.911, -0.606, 0.286)  -0.16
C (-0.275, 0.704, -0.153)  -0.27
C (-1.583, 1.062, 0.089)  -0.10
H (0.618, -2.264, -0.010)  0.15
H (2.696, -1.192, 0.739)  0.11
H (0.840, 2.263, -0.087)  0.11
H (-2.031, 2.055, 0.262)  0.11
N (0.850, -1.311, -0.378)  0.09
N (1.984, 0.676, 0.311)  0.04
N (0.967, 1.330, -0.361)  0.04
N (-2.302, -0.067, 0.204)  -0.01
N (-1.522, -1.127, 0.075)  0.04
N (-0.326, -0.618, -0.171)  -0.16

Calculated values
energy above the lowest of the compared OMol25 structures with the same formula, charge and spin = 41.8 kcal per mole
structure (SMILES) = C1=NNc2cnnn2N1
net charge = 0
HOMO level = -8.91 eV
energy = -445.143567 Ha
gap between HOMO and LUMO = 9.69 eV
LUMO energy = 0.78 eV


[4]
# C3H4NO

A gas-phase ion, C3H4NO (charge -1) in a non-equilibrium geometry (wB97M-V/def2-TZVPD, OMol25).

Each line ends with the Löwdin charge.
CARTESIAN COORDINATES (ANGSTROEM)
C (0.283, 0.069, -0.012)  -0.32
C (1.401, 0.427, -0.473)  -0.03
C (-1.078, -0.338, -0.260)  -0.14
N (-0.737, 0.266, 1.131)  -0.25
O (-0.778, -0.491, 2.180)  -0.39
H (2.088, 0.742, 0.188)  0.00
H (1.715, 0.443, -1.504)  0.03
H (-1.663, 0.201, -1.006)  0.07
H (-1.232, -1.320, -0.244)  0.03

Calculated values
energy above the lowest of the compared OMol25 structures with the same formula, charge and spin = 48.8 kcal per mole
structure (SMILES) = C=C1CN1[O-]
net charge = -1
HOMO level = -1.53 eV
energy = -246.539197 Ha
gap between HOMO and LUMO = 6.01 eV
LUMO energy = 4.48 eV


[5]
# C3H4NO

A gas-phase ion, C3H4NO (charge +1) in a non-equilibrium geometry (wB97M-V/def2-TZVPD, OMol25).

Each line ends with the Löwdin charge.
CARTESIAN COORDINATES (ANGSTROEM)
C (-1.608, -0.259, 0.088)  0.08
C (-0.414, -0.330, -0.477)  -0.13
C (0.860, -0.030, 0.272)  0.10
N (1.960, 0.747, -0.104)  0.09
O (2.892, 1.296, -0.414)  0.35
H (-2.570, -0.639, -0.359)  0.12
H (-1.778, 0.112, 1.097)  0.09
H (-0.301, -0.808, -1.481)  0.13
H (0.959, -0.090, 1.378)  0.17

Calculated values
energy above the lowest of the compared OMol25 structures with the same formula, charge and spin = 96.9 kcal per mole
structure (SMILES) = C=CC=[N+]=O
net charge = +1
HOMO level = -15.50 eV
energy = -246.237596 Ha
gap between HOMO and LUMO = 8.02 eV
LUMO energy = -7.49 eV


[6]
# C3H4NO2

2 unconnected molecules or ions with the total composition C3H4NO2 in a non-equilibrium geometry (wB97M-V/def2-TZVPD, OMol25).

Each line ends with the Löwdin charge.
CARTESIAN COORDINATES (ANGSTROEM)
C (3.379, 0.682, 1.195)  -0.34
C (-0.127, 0.412, 1.000)  0.13
C (0.093, 0.248, -1.426)  0.17
N (-0.257, 0.332, -0.238)  0.05
O (4.478, 1.046, 1.253)  0.27
O (2.244, 0.487, 1.027)  0.13
H (-0.806, 1.083, 1.599)  0.16
H (0.515, -0.267, 1.658)  0.15
H (-0.625, -0.298, -2.083)  0.15
H (0.936, 0.834, -1.750)  0.13

Calculated values
energy above the lowest of the compared OMol25 structures with the same formula, charge and spin = 18.0 kcal per mole
net charge = +1
HOMO level = -17.04 eV
energy = -321.637710 Ha
gap between HOMO and LUMO = 11.53 eV
LUMO energy = -5.50 eV


What did the fifth record say?
# C3H4NO

A gas-phase ion, C3H4NO (charge +1) in a non-equilibrium geometry (wB97M-V/def2-TZVPD, OMol25).

Each line ends with the Löwdin charge.
CARTESIAN COORDINATES (ANGSTROEM)
C (-1.608, -0.259, 0.088)  0.08
C (-0.414, -0.330, -0.477)  -0.13
C (0.860, -0.030, 0.272)  0.10
N (1.960, 0.747, -0.104)  0.09
O (2.892, 1.296, -0.414)  0.35
H (-2.570, -0.639, -0.359)  0.12
H (-1.778, 0.112, 1.097)  0.09
H (-0.301, -0.808, -1.481)  0.13
H (0.959, -0.090, 1.378)  0.17

Calculated values
energy above the lowest of the compared OMol25 structures with the same formula, charge and spin = 96.9 kcal per mole
structure (SMILES) = C=CC=[N+]=O
net charge = +1
HOMO level = -15.50 eV
energy = -246.237596 Ha
gap between HOMO and LUMO = 8.02 eV
LUMO energy = -7.49 eV


Q: Look up the HOMO level of the sixth one.
A: -17.04 eV


Q: Look up the energy above the lowest of the compared OMol25 structures with the same formula, charge and spin of the third one.
A: 41.8 kcal per mole